Entry 1:
Formula: H8O4
Source: OMol25
Level of theory: ωB97M-V/def2-TZVPD

Structure (XYZ):
```
12
Properties=species:S:1:pos:R:3:mulliken_charge:R:1
O 6.847 0.940 -20.326 -0.633
H 7.232 1.585 -19.726 0.312
H 6.002 1.315 -20.590 0.316
O 6.179 0.735 -16.589 -0.657
H 5.801 1.216 -17.329 0.308
H 5.450 0.203 -16.238 0.350
O 3.917 -0.878 -15.664 -0.678
H 4.134 -0.931 -14.727 0.326
H 2.957 -0.933 -15.700 0.312
O 8.678 -0.331 -15.806 -0.650
H 7.874 0.175 -16.016 0.410
H 8.365 -1.214 -15.595 0.283
```

Values from the calculation:
SMILES = O.O.O.O
E_LUMO = 0.3 eV

***

Entry 2:
Formula: H8O4
Source: OMol25
Level of theory: ωB97M-V/def2-TZVPD

Structure (XYZ):
```
12
Properties=species:S:1:pos:R:3:mulliken_charge:R:1
O -1.882 -0.766 0.429 -0.691
H -1.834 0.062 -0.050 0.351
H -2.050 -0.411 1.307 0.321
O 0.512 -1.725 -0.296 -0.761
H 1.171 -1.253 0.240 0.329
H -0.339 -1.416 -0.096 0.414
O 1.122 0.698 -1.532 -0.657
H 2.081 0.625 -1.633 0.300
H 0.808 -0.156 -1.335 0.404
O 0.262 1.788 1.097 -0.612
H 0.151 1.502 0.190 0.303
H -0.002 1.052 1.681 0.299
```

Values from the calculation:
SMILES = O.O.O.O
E_LUMO = 0.3 eV

***

Entry 3:
Formula: H8O4Rb
Source: OMol25
Level of theory: ωB97M-V/def2-TZVPD

Structure (XYZ):
```
13
Properties=species:S:1:pos:R:3:mulliken_charge:R:1
Rb -1.402 0.130 0.058 0.931
O -1.185 -2.722 -0.042 -0.625
H -0.869 -3.097 0.767 0.322
H -0.521 -2.808 -0.714 0.324
O 0.467 -0.668 -1.645 -0.610
H 0.889 -0.841 -2.461 0.267
H 1.198 -0.695 -1.012 0.338
O -0.228 2.595 -0.313 -0.601
H -0.891 3.231 -0.311 0.307
H 0.225 2.556 -1.141 0.321
O 0.730 0.565 1.937 -0.574
H 0.943 1.476 2.040 0.297
H 0.644 0.277 2.836 0.304
```

Values from the calculation:
E_LUMO = -3.3 eV
Net charge = +1

***

Energy relative to the best compared isomer or geometry (same formula, charge and spin) per entry: 82.38 89.11 36.98 kJ/mol
HOMO-LUMO gap per entry: 10.829 11.710 12.126 eV